# 1
Entry from the OMol25 dataset: a 2-piece molecular cluster, C4H7FO overall in a non-equilibrium geometry (ωB97M-V with the def2-TZVPD basis set).

Geometry as ORCA input:
```
! wB97M-V def2-TZVPD RIJCOSX def2/J DEFGRID3
* xyz 0 1
C -0.716 2.682 -0.628
C 0.366 2.333 0.042
C -0.116 -3.213 0.892
C -0.039 -2.226 0.022
O 1.315 1.339 -0.307
F -1.208 -1.816 -0.614
H -1.412 3.268 -0.102
H -0.875 2.464 -1.760
H 0.459 2.594 1.201
H 1.610 1.456 -1.207
H -0.986 -3.765 1.144
H 0.711 -3.448 1.421
H 0.889 -1.668 -0.106
*
```

E_LUMO (eV): 0.92
Energy relative to the best compared isomer or geometry (same formula, charge and spin) (eV): 2.459
SMILES: C=CF.C=CO

Atom-resolved charges from Mulliken, all expressed in e: number 1, C, carries -0.66; number 2, C, carries 0.13; number 3, C, carries -0.71; number 4, C, carries 0.16; number 5, O, carries -0.45; number 6, F, carries -0.26; number 7, H, carries 0.27; number 8, H, carries 0.19; number 9, H, carries 0.23; number 10, H, carries 0.29; number 11, H, carries 0.27; number 12, H, carries 0.27; number 13, H, carries 0.27



# 2
Entry from the OMol25 dataset: C13H20ClHfN3O2 as an isolated structure in a non-equilibrium geometry (ωB97M-V with the def2-TZVPD basis set).

Geometry as ORCA input:
```
! wB97M-V def2-TZVPD RIJCOSX def2/J DEFGRID3
* xyz 2 1
Cl -2.805 -1.735 -1.401
C 1.281 -2.178 -3.187
C 2.048 -0.973 -2.946
C 1.174 0.160 -3.258
H 3.116 -0.946 -2.759
C -0.096 -0.374 -3.697
C -0.009 -1.798 -3.655
H -0.813 -2.460 -3.986
H 1.654 -3.195 -3.073
H 1.439 1.217 -3.270
C -1.204 0.422 -4.299
Hf 0.465 -0.776 -1.254
C 2.189 0.035 -0.618
C 0.515 -2.797 -0.293
O 3.190 0.563 -0.295
O 0.530 -3.817 0.281
H -1.224 1.437 -3.886
H -2.170 -0.052 -4.091
H -1.087 0.509 -5.392
C -2.575 1.701 1.571
N -1.383 1.256 2.295
C -1.587 1.018 3.724
C -0.370 0.657 1.624
N -0.540 0.375 0.320
N 0.771 0.412 2.335
C 1.309 1.426 3.230
C 1.569 -0.814 2.259
H -3.215 2.211 2.296
H -3.130 0.864 1.129
H -2.296 2.419 0.787
H -0.873 0.284 4.105
H -1.488 1.955 4.292
H -2.606 0.627 3.886
H -1.489 0.697 0.039
H 1.381 1.041 4.262
H 2.325 1.712 2.905
H 0.681 2.323 3.218
H 1.186 -1.504 1.507
H 2.617 -0.577 2.050
H 1.519 -1.326 3.241
*
```

E_LUMO (spin up / spin down) (eV): -10.44 / -10.44

Atom-resolved charges from Mulliken, all expressed in e: number 1, Cl, carries -0.37; number 2, C, carries -0.92; number 3, C, carries -0.31; number 4, C, carries -0.40; number 5, H, carries 0.69; number 6, C, carries 0.57; number 7, C, carries -0.19; number 8, H, carries 0.47; number 9, H, carries 0.59; number 10, H, carries 0.57; number 11, C, carries -1.35; number 12, Hf, carries 0.13; number 13, C, carries 0.69; number 14, C, carries 0.49; number 15, O, carries -0.23; number 16, O, carries -0.16; number 17, H, carries 0.34; number 18, H, carries 0.38; number 19, H, carries 0.35; number 20, C, carries -1.30; number 21, N, carries 0.07; number 22, C, carries -1.13; number 23, C, carries 0.65; number 24, N, carries -0.49; number 25, N, carries 0.24; number 26, C, carries -1.08; number 27, C, carries -0.88; number 28, H, carries 0.41; number 29, H, carries 0.47; number 30, H, carries 0.46; number 31, H, carries 0.36; number 32, H, carries 0.35; number 33, H, carries 0.47; number 34, H, carries 0.23; number 35, H, carries 0.39; number 36, H, carries 0.34; number 37, H, carries 0.38; number 38, H, carries 0.07; number 39, H, carries 0.30; number 40, H, carries 0.36



# 3
Entry from the OMol25 dataset: C37H47N3O6S2SiTi as an isolated structure in a non-equilibrium geometry (ωB97M-V with the def2-TZVPD basis set).

Geometry as ORCA input:
```
! wB97M-V def2-TZVPD RIJCOSX def2/J DEFGRID3
* xyz 0 1
Ti -0.503 0.323 0.177
C -4.087 -0.032 -1.915
O -4.456 -1.254 -1.302
C -4.223 -1.392 0.040
C -5.147 -2.130 0.764
C -5.009 -2.299 2.135
C -3.966 -1.697 2.803
C -3.000 -0.966 2.105
C -1.930 -0.309 2.798
N -0.984 0.320 2.187
N -0.050 0.960 2.943
C 0.856 1.513 2.176
O 0.815 1.386 0.899
C 1.929 2.285 2.826
C 2.296 1.981 4.135
C 3.341 2.657 4.734
C 4.008 3.662 4.049
C 3.607 4.008 2.769
C 2.577 3.316 2.153
C -3.084 -0.859 0.690
O -2.119 -0.294 0.012
H -4.715 0.049 -2.804
H -3.032 -0.021 -2.218
H -4.276 0.820 -1.253
H -5.980 -2.565 0.232
H -5.739 -2.882 2.675
H -3.874 -1.781 3.874
H -1.930 -0.315 3.891
H 1.764 1.198 4.653
H 3.641 2.401 5.740
H 4.841 4.168 4.519
H 4.106 4.812 2.249
H 2.264 3.582 1.154
C 2.869 2.135 -1.478
C 3.426 0.742 -1.162
C 4.012 0.107 -2.423
C 4.504 0.863 -0.085
O 2.344 -0.059 -0.674
Si 2.403 -1.600 -0.118
S 0.448 -1.873 0.627
O 3.513 -1.906 1.036
C 3.473 -2.358 2.391
C 2.832 -3.745 2.468
C 4.934 -2.411 2.848
C 2.680 -1.383 3.257
O 2.766 -2.452 -1.454
C 3.417 -3.682 -1.737
C 3.463 -3.779 -3.266
C 2.608 -4.839 -1.155
C 4.833 -3.679 -1.158
H 3.664 2.875 -1.445
H 2.113 2.394 -0.738
H 2.418 2.161 -2.463
H 4.706 0.792 -2.901
H 3.210 -0.143 -3.114
H 4.540 -0.805 -2.166
H 5.323 1.477 -0.450
H 4.884 -0.121 0.168
H 4.080 1.313 0.810
H 3.444 -4.482 1.952
H 1.845 -3.712 2.010
H 2.726 -4.041 3.509
H 5.520 -3.018 2.163
H 4.999 -2.846 3.840
H 5.358 -1.410 2.871
H 1.639 -1.378 2.939
H 3.088 -0.382 3.152
H 2.729 -1.679 4.302
H 2.454 -3.852 -3.664
H 4.028 -4.653 -3.576
H 3.929 -2.889 -3.681
H 1.599 -4.828 -1.558
H 2.539 -4.730 -0.078
H 3.080 -5.789 -1.393
H 5.423 -2.879 -1.601
H 5.322 -4.630 -1.354
H 4.784 -3.513 -0.088
C -0.707 -2.024 -2.302
C -0.196 -0.681 -2.716
C 0.423 -0.556 -3.974
C 0.723 0.681 -4.466
C 0.341 1.831 -3.742
C 0.450 3.130 -4.269
C 0.005 4.206 -3.536
C -0.539 4.025 -2.273
C -0.669 2.761 -1.706
S -1.515 2.597 -0.211
C -0.214 1.624 -2.444
N -0.408 0.377 -1.947
H -1.245 -2.470 -3.139
H -1.374 -1.948 -1.442
H 0.113 -2.691 -2.037
H 0.643 -1.450 -4.538
H 1.216 0.801 -5.422
H 0.864 3.261 -5.258
H 0.050 5.200 -3.957
H -0.901 4.866 -1.703
*
```

E_LUMO (eV): -0.86
Energy relative to the best compared isomer or geometry (same formula, charge and spin) (eV): 1.128

Atom-resolved charges from Mulliken, all expressed in e: number 1, Ti, carries -0.75; number 2, C, carries -0.52; number 3, O, carries -0.52; number 4, C, carries -0.25; number 5, C, carries -0.62; number 6, C, carries -0.76; number 7, C, carries -1.01; number 8, C, carries 0.78; number 9, C, carries -0.73; number 10, N, carries 1.15; number 11, N, carries -1.31; number 12, C, carries 0.28; number 13, O, carries 0.59; number 14, C, carries 0.15; number 15, C, carries -0.39; number 16, C, carries -0.79; number 17, C, carries -0.45; number 18, C, carries -0.87; number 19, C, carries 0.03; number 20, C, carries 1.14; number 21, O, carries 0.19; number 22, H, carries 0.30; number 23, H, carries -0.01; number 24, H, carries 0.32; number 25, H, carries 0.48; number 26, H, carries 0.40; number 27, H, carries 0.45; number 28, H, carries 0.36; number 29, H, carries 0.47; number 30, H, carries 0.40; number 31, H, carries 0.42; number 32, H, carries 0.43; number 33, H, carries 0.36; number 34, C, carries -0.78; number 35, C, carries 1.41; number 36, C, carries -1.20; number 37, C, carries -1.40; number 38, O, carries 0.47; number 39, Si, carries -0.68; number 40, S, carries -0.94; number 41, O, carries 0.15; number 42, C, carries 1.88; number 43, C, carries -1.64; number 44, C, carries -1.85; number 45, C, carries -1.59; number 46, O, carries 0.94; number 47, C, carries 1.56; number 48, C, carries -1.77; number 49, C, carries -1.47; number 50, C, carries -1.49; number 51, H, carries 0.64; number 52, H, carries -0.59; number 53, H, carries 0.09; number 54, H, carries 0.45; number 55, H, carries 0.09; number 56, H, carries 0.12; number 57, H, carries 0.53; number 58, H, carries 0.09; number 59, H, carries 0.24; number 60, H, carries 0.34; number 61, H, carries 0.22; number 62, H, carries 0.58; number 63, H, carries 0.38; number 64, H, carries 0.40; number 65, H, carries 0.35; number 66, H, carries 0.11; number 67, H, carries 0.26; number 68, H, carries 0.66; number 69, H, carries 0.32; number 70, H, carries 0.42; number 71, H, carries 0.30; number 72, H, carries 0.27; number 73, H, carries 0.17; number 74, H, carries 0.51; number 75, H, carries 0.30; number 76, H, carries 0.59; number 77, H, carries 0.13; number 78, C, carries -1.16; number 79, C, carries 1.01; number 80, C, carries -1.11; number 81, C, carries -1.45; number 82, C, carries 1.16; number 83, C, carries -0.59; number 84, C, carries -0.92; number 85, C, carries -0.62; number 86, C, carries 0.93; number 87, S, carries -0.60; number 88, C, carries -1.21; number 89, N, carries 2.76; number 90, H, carries 0.73; number 91, H, carries -0.27; number 92, H, carries -0.28; number 93, H, carries 0.48; number 94, H, carries 0.43; number 95, H, carries 0.44; number 96, H, carries 0.41; number 97, H, carries 0.53



# 4
Entry from the OMol25 dataset: a 2-piece molecular cluster, CH4Cl2Si overall in a non-equilibrium geometry (ωB97M-V with the def2-TZVPD basis set).

Geometry as ORCA input:
```
! wB97M-V def2-TZVPD RIJCOSX def2/J DEFGRID3
* xyz 0 1
C 1.588 0.088 -0.294
Si -1.496 0.000 0.520
Cl -1.834 -1.850 -0.073
Cl -2.141 1.362 -0.770
H 2.199 -0.423 0.471
H 1.405 -0.715 -1.034
H 1.949 0.953 -0.582
H -1.670 0.585 1.762
*
```

E_LUMO (spin up / spin down) (eV): -0.18 / -0.03
Energy relative to the best compared isomer or geometry (same formula, charge and spin) (eV): 4.606

Atom-resolved charges from Mulliken, all expressed in e: number 1, C, carries -0.99; number 2, Si, carries 0.52; number 3, Cl, carries -0.14; number 4, Cl, carries -0.18; number 5, H, carries 0.27; number 6, H, carries 0.28; number 7, H, carries 0.31; number 8, H, carries -0.09



# 5
Entry from the OMol25 dataset: C6H11ClN2 in the gas phase in a non-equilibrium geometry (ωB97M-V with the def2-TZVPD basis set).

Geometry as ORCA input:
```
! wB97M-V def2-TZVPD RIJCOSX def2/J DEFGRID3
* xyz 0 1
C -1.627 -1.225 0.106
C -0.158 -1.595 0.159
C -2.097 -0.088 0.412
C -1.691 0.928 1.371
C 2.114 -0.945 -0.315
C 1.270 1.507 -0.985
N 0.663 -0.703 -0.287
N 0.297 0.475 -0.675
Cl -3.585 0.208 -0.396
H -2.339 -1.989 -0.308
H 0.318 -2.513 0.243
H -1.145 0.502 2.284
H -2.653 1.133 1.846
H -1.416 1.815 0.858
H 2.569 -0.752 -1.338
H 2.553 -0.200 0.374
H 2.362 -2.008 -0.023
H 1.561 1.490 -2.060
H 0.834 2.446 -0.845
H 2.169 1.517 -0.422
*
```

E_LUMO (eV): 0.81
Energy relative to the best compared isomer or geometry (same formula, charge and spin) (eV): 3.752

Atom-resolved charges from Mulliken, all expressed in e: number 1, C, carries -0.64; number 2, C, carries -0.17; number 3, C, carries 0.85; number 4, C, carries -1.11; number 5, C, carries -0.96; number 6, C, carries -0.97; number 7, N, carries 0.44; number 8, N, carries -0.69; number 9, Cl, carries -0.25; number 10, H, carries 0.30; number 11, H, carries 0.31; number 12, H, carries 0.26; number 13, H, carries 0.45; number 14, H, carries 0.25; number 15, H, carries 0.31; number 16, H, carries 0.36; number 17, H, carries 0.28; number 18, H, carries 0.30; number 19, H, carries 0.34; number 20, H, carries 0.33



# 6
Entry from the OMol25 dataset: C4Ag4O12 as an isolated structure in a non-equilibrium geometry (ωB97M-V with the def2-TZVPD basis set).

Geometry as ORCA input:
```
! wB97M-V def2-TZVPD RIJCOSX def2/J DEFGRID3
* xyz -4 1
Ag -0.802 1.083 -3.140
Ag 1.074 2.040 -0.367
Ag -0.823 -0.022 -0.448
Ag 1.164 -1.885 0.860
C -0.948 -3.425 0.185
O -0.219 -4.081 -0.672
O -1.263 -3.944 1.333
O -1.070 -2.176 0.154
C 0.621 0.729 2.797
O 0.692 1.756 3.544
O -0.423 0.340 2.206
O 1.718 0.082 2.535
C 1.679 -0.828 -2.135
O 0.401 -0.709 -2.139
O 2.219 -1.808 -2.736
O 2.356 -0.084 -1.308
C -1.535 3.303 -0.196
O -0.858 3.538 0.824
O -1.247 2.288 -0.955
O -2.735 3.803 -0.343
*
```

E_LUMO (eV): 7.85
Energy relative to the best compared isomer or geometry (same formula, charge and spin) (eV): 0.000

Atom-resolved charges from Mulliken, all expressed in e: number 1, Ag, carries 0.38; number 2, Ag, carries 0.46; number 3, Ag, carries 1.31; number 4, Ag, carries 0.61; number 5, C, carries 0.46; number 6, O, carries -0.82; number 7, O, carries -0.83; number 8, O, carries -0.63; number 9, C, carries 0.50; number 10, O, carries -0.85; number 11, O, carries -0.73; number 12, O, carries -0.79; number 13, C, carries 0.49; number 14, O, carries -0.57; number 15, O, carries -0.76; number 16, O, carries -0.77; number 17, C, carries 0.53; number 18, O, carries -0.67; number 19, O, carries -0.42; number 20, O, carries -0.89